Here is C5H9NO in the gas phase in a non-equilibrium geometry from the OMol25 dataset. Energies are from ωB97M-V with the def2-TZVPD basis set.

LUMO	0.851	eV
structure (SMILES)	CC1(C)CNC1=O
molecular weight	99.133	Da
Kohn-Sham gap	10.02	eV
energy above the lowest of the compared OMol25 structures with the same formula, charge and spin	60.4	kcal/mol
energy	-8866.5937	eV

ORCA input file:
```
! RIJCOSX wB97M-V def2-TZVPD def2/J DEFGRID3
* xyz 0 1
C -0.212 -0.297 -1.493
C -0.280 0.113 -0.029
C -1.627 0.863 0.208
C 0.833 -1.252 0.678
N 1.734 -0.163 0.751
C 0.836 0.869 0.647
O 0.852 1.961 1.170
H -0.477 0.504 -2.191
H -0.944 -1.104 -1.634
H 0.774 -0.690 -1.743
H -2.528 0.283 -0.008
H -1.652 1.716 -0.503
H -1.710 1.332 1.193
H 0.372 -1.579 1.606
H 1.304 -2.132 0.184
H 2.738 -0.124 0.735
*
```



Here is C5H9NO in the gas phase from the OMol25 dataset. Energies are from ωB97M-V with the def2-TZVPD basis set.

LUMO	1.163	eV
structure (SMILES)	C/N=C/[C@H]1O[C@@H]1C
molecular weight	99.133	Da
Kohn-Sham gap	11.03	eV
energy above the lowest of the compared OMol25 structures with the same formula, charge and spin	54.7	kcal/mol
energy	-8866.8392	eV

ORCA input file:
```
! RIJCOSX wB97M-V def2-TZVPD def2/J DEFGRID3
* xyz 0 1
C 2.296 -0.376 -2.142
N 0.984 -0.079 -1.622
C 0.623 -0.615 -0.535
C -0.724 -0.291 -0.009
C -0.927 0.044 1.403
O -1.352 -1.205 0.882
C -1.964 1.054 1.811
H 2.877 0.550 -2.219
H 2.173 -0.766 -3.157
H 2.862 -1.106 -1.541
H 1.260 -1.283 0.069
H -0.064 -0.045 2.068
H -1.382 0.157 -0.753
H -2.536 0.715 2.680
H -1.464 1.992 2.074
H -2.661 1.253 0.991
*
```



Here is C5H9NO in the gas phase in a non-equilibrium geometry from the OMol25 dataset. Energies are from ωB97M-V with the def2-TZVPD basis set.

LUMO	0.780	eV
molecular weight	99.133	Da
Kohn-Sham gap	10.99	eV
energy above the lowest of the compared OMol25 structures with the same formula, charge and spin	67.8	kcal/mol
energy	-8866.2740	eV

ORCA input file:
```
! RIJCOSX wB97M-V def2-TZVPD def2/J DEFGRID3
* xyz 0 1
C 0.973 -0.949 -0.642
C 0.100 0.145 -0.063
C 0.642 1.543 -0.362
C -1.452 0.058 -0.251
O -1.649 0.652 1.065
C -0.506 -0.104 1.310
N -0.632 -1.182 1.957
H 0.481 -1.926 -0.583
H 1.192 -0.742 -1.694
H 1.932 -1.007 -0.112
H 1.657 1.658 0.036
H 0.699 1.706 -1.447
H 0.013 2.324 0.072
H -1.680 -1.028 -0.013
H -1.922 0.654 -1.045
H 0.152 -1.802 1.772
*
```



Here is 2 unconnected molecules or ions with the total composition C5H9NO in a non-equilibrium geometry from the OMol25 dataset. Energies are from ωB97M-V with the def2-TZVPD basis set.

LUMO	0.609	eV
structure (SMILES)	Cc1ccc[nH]1.O
molecular weight	99.133	Da
Kohn-Sham gap	8.39	eV
energy above the lowest of the compared OMol25 structures with the same formula, charge and spin	52.1	kcal/mol
energy	-8866.9536	eV

ORCA input file:
```
! RIJCOSX wB97M-V def2-TZVPD def2/J DEFGRID3
* xyz 0 1
C -0.678 -0.170 -2.172
C 0.351 0.546 -1.596
N 0.089 0.846 -0.347
C -0.997 0.019 0.065
C -1.425 -0.750 -1.019
C -1.514 -0.003 1.492
H -0.691 -0.473 -3.232
H 1.393 0.714 -1.997
H 0.731 1.396 0.162
H -2.085 -1.628 -0.721
H -0.871 0.488 2.277
H -2.468 0.469 1.549
H -1.442 -1.056 1.916
H 3.569 -0.132 2.911
H 2.213 -0.704 2.286
O 3.076 -0.356 2.082
*
```